(1)
DFT (ωB97M-V/def2-TZVPD) results for a cluster of 3 separate species, C4H10N2O3 in total in a non-equilibrium geometry.

```
! RIJCOSX wB97M-V def2-TZVPD def2/J DEFGRID3
* xyz 0 1
O -1.44007 -0.31299 -1.59098
O 2.08055 0.67339 1.70466
O 2.95934 1.14796 -0.30868
N -2.62411 -0.72521 -1.00098
N -0.95456 1.23521 0.75014
C 0.40868 -0.30969 -0.57131
C 1.96934 0.71909 0.50782
C -0.27539 0.90210 -0.35870
C 0.28719 -1.55123 0.24803
H -0.94636 0.61261 1.54306
H 0.90269 -2.35129 -0.15763
H -1.32055 2.16665 0.85414
H 0.57564 -1.38713 1.28847
H -0.15629 1.67882 -1.10202
H 3.71917 1.43542 0.23809
H -2.93109 -0.03912 -0.30541
H -2.48432 -1.60955 -0.50779
H -0.73719 -1.93298 0.26216
H 0.96734 -0.35207 -1.49306
*
```

Properties
* lowest unoccupied orbital energy (spin up / spin down): 0.4 / 0.4 eV
* gap between HOMO and LUMO (spin up / spin down): 7.27 / 7.26 eV
* energy above the lowest of the compared OMol25 structures with the same formula, charge and spin: 138.0 kcal/mol
* highest occupied orbital energy (spin up / spin down): -6.87 / -6.86 eV

Atomic partial charges in e from the Löwdin method, atoms 1 to 4:
1 O -0.31
2 O 0.04
3 O 0.05
4 N -0.08

---

(2)
DFT (ωB97M-V/def2-TZVPD) results for a cluster of 2 separate species, C4H10N2OS in total in a non-equilibrium geometry.

```
! RIJCOSX wB97M-V def2-TZVPD def2/J DEFGRID3
* xyz 0 1
S 1.39482 0.02613 -0.06421
O 2.24795 1.44969 -0.57291
N 1.87887 -0.39969 1.33158
N 2.49857 -0.96477 -0.81976
C -2.23095 -1.43680 -0.33914
C -1.83593 -0.02039 -0.71542
C -1.48179 0.91811 0.03693
C -1.34416 1.84664 0.89657
H 3.05950 -1.61047 -0.25072
H -1.95868 -2.17495 -1.12757
H -1.49205 -1.76437 0.52658
H -2.19409 2.31153 1.37805
H 3.15527 1.50215 -0.05606
H 1.19788 -0.19922 2.07088
H -2.19190 0.29719 -1.80716
H -3.31850 -1.45819 -0.15011
H -0.34741 2.30534 1.31676
H 2.96260 -0.62793 -1.65428
*
```

Properties
* lowest unoccupied orbital energy: 0.8 eV
* gap between HOMO and LUMO: 10.00 eV
* energy above the lowest of the compared OMol25 structures with the same formula, charge and spin: 123.0 kcal/mol
* highest occupied orbital energy: -9.21 eV

Atomic partial charges in e from the Löwdin method, atoms 1 to 4:
1 S 0.83
2 O -0.41
3 N -0.33
4 N -0.24

---

(3)
DFT (ωB97M-V/def2-TZVPD) results for the molecule C4H10N2OS in a non-equilibrium geometry.

```
! RIJCOSX wB97M-V def2-TZVPD def2/J DEFGRID3
* xyz 0 1
S 1.96882 2.67394 -0.10905
O 0.11745 1.03626 -1.01400
N 1.80781 0.45090 2.19778
N 1.10853 0.38487 0.93799
C 1.09838 1.30998 -0.03954
C -0.34948 -1.49054 -1.30013
C -0.77339 -0.06171 -1.13653
C -1.75366 -0.01206 0.06791
H 1.73337 1.50227 2.33936
H -1.47757 0.27900 -1.85242
H -0.22758 -1.95932 -0.16300
H -2.66734 -0.47704 -0.51737
H 0.50714 -1.60760 -2.01111
H 0.54099 -0.38713 1.05082
H -1.21241 -2.03808 -1.72178
H -1.29005 -0.76604 0.84687
H 2.91640 0.04344 2.02662
H -2.04742 1.11885 0.39758
*
```

Properties
* SMILES: CC(C)OC(=S)NN
* lowest unoccupied orbital energy: 0.7 eV
* gap between HOMO and LUMO: 9.40 eV
* energy above the lowest of the compared OMol25 structures with the same formula, charge and spin: 97.8 kcal/mol
* highest occupied orbital energy: -8.71 eV

Atomic partial charges in e from the Löwdin method, atoms 1 to 4:
1 S 0.68
2 O -0.11
3 N -0.01
4 N -0.10

---

(4)
DFT (ωB97M-V/def2-TZVPD) results for the molecule C4H10N2OS in a non-equilibrium geometry.

```
! RIJCOSX wB97M-V def2-TZVPD def2/J DEFGRID3
* xyz 0 1
S 0.11399 1.74922 -0.25739
O -2.37219 0.40142 0.42862
N -1.71687 -1.70709 -0.23969
N -0.12737 0.03814 -0.04792
C -1.47458 -0.37239 0.08395
C 1.86680 -0.42288 1.35820
C 1.07073 -0.81734 0.08769
C 2.04104 -0.59445 -1.06984
H 1.62771 -0.79677 -2.05645
H 2.73011 -1.07925 1.53045
H 1.24565 -0.41802 2.26962
H 2.28466 0.63584 1.30330
H -1.15840 2.01596 0.10357
H 0.78831 -1.90273 0.17485
H 2.37743 0.42431 -1.06279
H -2.65806 -1.88556 -0.44501
H 2.96541 -1.15215 -0.90646
H -1.16327 -2.11535 -0.96839
*
```

Properties
* SMILES: CC(C)N(S)C(N)=O
* lowest unoccupied orbital energy: 0.8 eV
* gap between HOMO and LUMO: 9.00 eV
* energy above the lowest of the compared OMol25 structures with the same formula, charge and spin: 20.1 kcal/mol
* highest occupied orbital energy: -8.24 eV

Atomic partial charges in e from the Löwdin method, atoms 1 to 4:
1 S 0.83
2 O -0.01
3 N 0.15
4 N -0.39

---

(5)
DFT (ωB97M-V/def2-TZVPD) results for the ion C4H10N2OS with charge +1 in a non-equilibrium geometry.

```
! RIJCOSX wB97M-V def2-TZVPD def2/J DEFGRID3
* xyz 1 2
S 2.34112 1.11632 -1.25179
O -1.91226 -1.46289 -0.07829
N -0.91602 -0.52933 1.62375
N -0.80937 0.26378 -2.03779
C -1.10601 -0.61573 0.27038
C 1.17216 -0.34165 -0.92859
C -0.19893 0.29595 -0.65942
C 0.04847 0.30325 2.29173
H 1.22284 -1.01368 -1.73995
H 0.56126 -0.37120 2.98232
H -1.38108 -1.27398 2.26704
H 1.44766 -0.83664 -0.01345
H 1.81778 1.29936 -2.52324
H -0.10361 1.24840 -0.27322
H -0.41512 1.08440 2.82489
H 0.82980 0.68083 1.70116
H -0.94864 -0.69686 -2.33177
H -1.65005 0.84964 -2.12375
*
```

Properties
* lowest unoccupied orbital energy (spin up / spin down): -3.3 / -9.0 eV
* gap between HOMO and LUMO (spin up / spin down): 10.84 / 4.71 eV
* energy above the lowest of the compared OMol25 structures with the same formula, charge and spin: 32.5 kcal/mol
* highest occupied orbital energy (spin up / spin down): -14.17 / -13.74 eV
* <S²>: 0.7574

Atomic partial charges in e from the Löwdin method, atoms 1 to 4:
1 S 0.91
2 O 0.13
3 N 0.03
4 N 0.14

---

(6)
DFT (ωB97M-V/def2-TZVPD) results for the molecule C4H10N2S in a non-equilibrium geometry.

```
! RIJCOSX wB97M-V def2-TZVPD def2/J DEFGRID3
* xyz 0 1
S -1.32475 2.12545 0.59148
N -0.27972 -1.00776 -1.72829
N 1.27888 -0.95735 1.02799
C -0.36552 0.38012 -1.50043
C -0.68434 0.47422 1.05374
C -1.25086 0.49245 -0.29441
C 0.82871 0.39343 1.19086
H 1.06703 0.79611 2.18765
H 0.57217 0.95878 -1.45565
H 2.20152 -1.13025 1.36003
H 1.28664 1.06591 0.47210
H 0.34240 -1.20478 -2.50190
H 0.62880 -1.58913 1.51949
H -0.92012 0.79668 -2.34168
H -1.26972 -0.07109 1.79210
H -2.19276 0.00690 -0.42278
H 0.08163 -1.52968 -0.95029
*
```

Properties
* SMILES: NC[C@@H]1S[C@@H]1CN
* lowest unoccupied orbital energy: 0.9 eV
* gap between HOMO and LUMO: 9.68 eV
* energy above the lowest of the compared OMol25 structures with the same formula, charge and spin: 16.7 kcal/mol
* highest occupied orbital energy: -8.75 eV

Atomic partial charges in e from the Löwdin method, atoms 1 to 4:
1 S 0.83
2 N 0.00
3 N 0.00
4 C -0.33